1.
The following is a DFT calculation (ωB97M-V/def2-TZVPD) of a cluster of 5 separate species, C15H20B2Cl16N2O3 in total.

```
58
Properties=species:S:1:pos:R:3:forces:R:3:nbo_charge:R:1
C 1.39257 1.22947 -3.46780 -0.20 1.01 0.11 -0.613
C 0.12481 1.67547 -2.52491 0.19 0.05 -0.11 -0.830
B -0.17787 0.54028 -1.39306 0.17 -0.21 -1.26 1.153
O -0.99682 -0.58364 -1.75427 0.49 2.55 0.70 -0.914
C 0.51472 0.73623 0.09873 0.47 1.09 0.66 -0.456
C -0.39029 1.92994 0.76984 0.42 0.69 -1.39 -0.621
C 1.99146 1.40314 -0.01477 2.91 -1.54 -2.05 0.292
N 3.14199 1.57793 -0.33493 -5.55 -0.37 1.86 -0.341
C 0.54603 -0.60656 0.98261 -1.97 -0.54 1.24 -0.490
C -1.00958 -0.88507 1.38405 -2.71 -0.20 0.47 0.305
N -2.16205 -1.06553 1.67786 5.48 0.82 -1.41 -0.355
C 1.03249 -1.94244 0.25546 0.01 -0.64 0.19 -0.444
C 2.30126 -1.86316 -0.70713 0.45 -0.89 -0.91 0.091
C 3.72948 -2.07848 -0.01711 0.13 1.34 0.25 -0.639
O 2.16097 -2.98366 -1.66100 -0.41 0.60 0.52 -0.740
B 1.26478 -0.31121 2.44709 -0.32 0.80 1.38 1.182
C 2.84637 -0.42622 2.76200 0.23 -0.27 1.06 -1.090
O 0.41291 0.13530 3.55650 1.46 0.69 -2.42 -0.939
H 2.34914 1.78816 -3.12917 -1.57 -1.22 -0.38 0.233
H 1.16389 1.62435 -4.52928 0.47 -1.04 1.64 0.225
H 1.54428 0.09489 -3.43332 -0.10 1.67 -0.33 0.211
H -0.78530 1.79177 -3.20866 1.14 0.00 0.91 0.222
H 0.37235 2.68716 -2.04917 -0.45 -1.32 -0.81 0.233
H -1.66789 -0.24214 -2.39693 0.95 -0.68 0.47 0.505
H -0.22345 2.83629 0.06430 -0.33 -1.39 1.26 0.230
H -0.00461 2.26098 1.79032 -0.78 -0.75 -1.27 0.229
H -1.51179 1.70953 0.72374 1.77 0.08 0.46 0.251
H 1.26907 -2.73692 1.06672 -0.37 1.42 -1.41 0.240
H 0.13074 -2.38180 -0.32475 1.58 0.90 0.74 0.248
H 2.37905 -0.92886 -1.36536 -0.37 -0.93 1.23 0.182
H 3.68460 -2.73314 0.91732 0.00 0.62 -1.49 0.208
H 4.08159 -1.03058 0.33445 -0.53 -1.75 -0.51 0.224
H 4.54472 -2.44092 -0.74901 -1.66 0.38 1.03 0.242
H 1.25618 -2.98721 -2.04183 0.79 0.21 0.46 0.467
H 3.02340 -0.17255 3.88021 -0.35 -0.33 -1.81 0.243
H 3.15446 -1.54088 2.66834 -0.27 1.89 -0.13 0.262
H 3.51489 0.26838 2.14988 -0.85 -1.25 0.59 0.271
H 0.70034 1.06501 3.75862 -0.21 -1.40 0.31 0.500
C -3.82250 4.22310 1.95957 -0.17 0.01 0.07 -0.214
Cl -4.48941 4.75522 3.51771 0.19 -0.04 -0.29 0.063
Cl -3.84399 2.44638 1.87903 0.60 0.36 -0.27 0.072
Cl -4.80431 4.88866 0.63682 0.17 -0.14 0.23 0.057
Cl -2.14988 4.80019 1.80341 -0.23 -0.07 0.02 0.050
C 1.15401 -5.89314 2.79387 0.01 -0.12 -0.05 -0.214
Cl 0.37169 -6.34646 1.26468 0.15 0.12 0.27 0.060
Cl 0.86921 -4.16853 3.11544 -0.02 -0.32 0.17 0.052
Cl 0.47378 -6.86228 4.11820 0.12 0.20 -0.24 0.059
Cl 2.90168 -6.19241 2.67703 -0.30 0.08 0.01 0.056
C -7.85950 2.03386 4.04418 0.00 -0.14 -0.04 -0.217
Cl -9.01073 2.98231 3.07792 0.19 -0.14 0.16 0.048
Cl -8.53597 0.42018 4.35580 0.09 0.27 -0.03 0.050
Cl -6.32962 1.87480 3.15425 -0.89 -0.02 0.45 0.053
Cl -7.56189 2.85992 5.58953 -0.04 -0.12 -0.25 0.046
C 1.38776 0.55285 -8.03468 0.02 -0.04 -0.04 -0.216
Cl 1.35545 2.25196 -7.51432 0.00 -0.26 -0.08 0.051
Cl 3.01742 0.14051 -8.60940 -0.30 0.08 0.12 0.059
Cl 0.96039 -0.49461 -6.66439 0.07 0.14 -0.27 0.053
Cl 0.21752 0.31418 -9.35027 0.20 0.05 0.23 0.056
```
Positions in Å, forces in eV/Å.

Computed properties:
total charge	0
structure (SMILES)	CCB(O)[C@](C)(C#N)[C@@](C#N)(C[C@@H](C)O)B(C)O.ClC(Cl)(Cl)Cl.ClC(Cl)(Cl)Cl.ClC(Cl)(Cl)Cl.ClC(Cl)(Cl)Cl
HOMO-LUMO gap	0.372	Ha

=====

2.
The following is a DFT calculation (ωB97M-V/def2-TZVPD) of a structure of composition C25H32GdN2P2.

```
62
Properties=species:S:1:pos:R:3:forces:R:3:mulliken_charge:R:1
C -0.19374 1.35223 -4.33429 -0.27 0.19 -0.16 -0.847
C 0.24336 1.12749 -3.03427 -0.27 0.07 0.50 0.512
C -0.25826 1.95712 -1.99012 0.41 0.43 -0.28 0.656
C -1.13039 3.00929 -2.27576 -0.32 0.11 -0.88 0.369
C -1.52015 3.23443 -3.59913 -0.03 0.00 0.03 -0.905
C -1.07149 2.40535 -4.62928 0.14 -0.15 0.09 -0.979
C -1.63576 3.82280 -1.11068 -0.28 -0.10 0.18 -1.112
C -0.54499 4.02310 -0.08851 0.16 0.55 0.57 0.616
C 0.31070 2.94311 0.13215 0.31 0.19 -0.35 0.401
C 1.34734 3.01901 1.10215 -0.51 -0.26 -0.23 0.497
C 1.45558 4.16979 1.87447 -0.14 0.18 -0.04 -0.862
C 0.59507 5.25856 1.66769 0.01 -0.18 -0.07 -0.939
C -0.38934 5.18486 0.67815 0.04 -0.09 0.00 -0.944
H 0.17654 0.70696 -5.13446 -0.11 0.22 0.17 0.393
H -2.19638 4.06743 -3.81979 0.24 -0.31 0.05 0.410
H -1.39086 2.57381 -5.66142 0.12 -0.03 0.41 0.373
H -2.06226 4.77802 -1.44160 0.12 -0.21 0.06 0.497
H 2.24288 4.23020 2.62926 -0.22 0.04 -0.20 0.388
H 0.70538 6.16048 2.27628 -0.06 -0.35 -0.26 0.379
H -1.05794 6.03547 0.50457 0.26 -0.31 0.08 0.407
N 0.17769 1.81155 -0.67886 0.95 -0.63 0.00 0.266
Gd -0.38623 -0.08055 0.35358 -4.06 1.79 0.08 0.329
C 1.23784 0.02119 -2.72634 0.05 -0.10 -0.22 -0.903
H 2.11055 0.42275 -2.18036 -0.26 -0.15 -0.18 0.206
H 1.58156 -0.46522 -3.64686 0.04 0.25 0.00 0.599
C 2.35032 1.88321 1.22844 0.15 -0.05 0.20 -1.102
H 2.81982 1.69273 0.24739 -0.07 0.04 0.31 0.314
H 3.12551 2.12253 1.96025 0.16 0.33 -0.16 0.560
P 0.49229 -1.27239 -1.65080 1.97 -0.96 -2.82 1.017
P 1.70540 0.25458 1.77594 -0.11 0.77 -0.62 1.110
C 1.29818 0.34854 3.50693 0.24 0.00 0.68 -1.279
H 0.93036 -0.62466 3.86172 0.22 0.36 0.04 0.438
H 2.21827 0.62123 4.02441 -0.10 -0.03 0.45 0.461
H 0.51680 1.09751 3.67809 0.25 -0.13 -0.14 0.311
C 3.00197 -0.92923 1.55278 1.09 -0.39 0.40 -1.275
H 3.77113 -0.68659 2.28819 0.41 -0.40 -0.15 0.497
H 2.63185 -1.95130 1.71763 0.14 0.29 0.02 0.328
H 3.41794 -0.86731 0.53930 -0.08 0.06 0.28 0.306
C -0.91452 -1.90207 -2.59873 -0.28 -0.30 -0.31 -1.634
H -0.58407 -2.13739 -3.61369 -0.22 -0.03 -0.03 0.483
H -1.30619 -2.80877 -2.11731 0.24 0.19 -0.37 0.534
H -1.72456 -1.15814 -2.64485 0.27 -0.15 -0.09 0.345
C 1.64897 -2.62332 -1.52507 0.51 -0.85 -0.54 -1.294
H 1.28725 -3.36531 -0.79848 0.07 0.18 -0.24 0.305
H 1.74654 -3.09045 -2.50956 0.31 -0.25 0.16 0.470
H 2.62924 -2.26438 -1.18690 -0.25 -0.06 -0.15 0.336
H -2.46241 3.25647 -0.62160 0.30 0.24 -0.19 0.209
H -0.77783 0.96695 1.66268 -0.79 2.08 3.03 -0.171
C -2.67683 -5.87654 2.50969 -0.09 -0.32 0.17 -1.389
C -2.04235 -4.61417 2.03261 0.02 -0.07 0.08 1.228
C -2.44314 -4.04636 0.82728 0.08 0.68 -0.35 -1.098
C -1.88204 -2.84308 0.41548 0.17 -0.34 1.29 -0.416
N -0.91761 -2.21346 1.14007 -0.76 -1.97 1.00 -0.076
C -0.54116 -2.75494 2.33007 -0.68 -0.66 -0.96 -0.212
C -1.07762 -3.95461 2.78827 0.24 0.55 -0.14 -1.007
H -3.76004 -5.72745 2.61896 0.25 -0.13 -0.07 0.348
H -2.50661 -6.68367 1.78393 -0.13 0.17 0.20 0.343
H -2.27282 -6.18470 3.47930 -0.10 0.03 -0.22 0.359
H -3.22320 -4.49974 0.22181 0.12 -0.01 0.12 0.427
H -2.28249 -2.34153 -0.46615 0.31 -0.06 0.20 0.860
H 0.20101 -2.24098 2.93421 -0.09 0.08 -0.33 0.195
H -0.74406 -4.35045 3.74114 -0.09 -0.01 -0.08 0.365
```
Positions in Å, forces in eV/Å.

Computed properties:
total charge	+1
HOMO-LUMO gap (alpha / beta)	0.232 / 0.232	Ha
spin multiplicity	8

=====

3.
The following is a DFT calculation (ωB97M-V/def2-TZVPD) of a structure of composition C21H15ClIrN3O8.

```
49
Properties=species:S:1:pos:R:3:forces:R:3:nbo_charge:R:1
Ir 0.56450 -0.02364 -0.84651 -0.05 -2.55 0.59 1.053
N -0.06517 -1.41192 -2.21802 -0.04 0.44 -0.35 -0.733
C -1.36729 -1.27252 -2.82672 -0.08 -0.06 0.17 0.202
C -2.25046 -2.33690 -2.77186 0.01 0.01 -0.13 -0.243
C -3.49712 -2.22141 -3.36475 0.00 -0.02 -0.01 -0.204
C -3.83869 -1.03843 -4.00266 -0.02 0.00 0.01 -0.202
C -2.95669 0.02996 -4.01197 0.04 0.03 -0.03 -0.184
C -1.70207 -0.05552 -3.40913 0.05 0.03 0.16 -0.083
C -0.83223 1.13933 -3.25951 -0.29 -0.13 0.21 -0.056
C -0.83426 2.10884 -4.26531 -0.08 -0.01 0.01 -0.200
C -0.18818 3.31915 -4.10811 0.00 0.02 0.05 -0.230
C 0.43193 3.59797 -2.89782 -0.06 0.05 -0.04 -0.193
C 0.44981 2.64199 -1.89758 -0.08 -0.05 0.13 -0.247
C -0.13218 1.38114 -2.06267 0.67 0.62 -0.23 -0.082
H 0.02106 -2.33940 -1.81267 0.05 0.02 0.02 0.402
H 0.68206 -1.31189 -2.91322 -0.08 -0.15 -0.08 0.432
H -1.96225 -3.25601 -2.27395 0.01 0.00 -0.01 0.210
H -4.19356 -3.04783 -3.32561 0.00 0.00 0.00 0.221
H -4.81185 -0.93406 -4.46366 0.01 0.00 -0.01 0.220
H -3.25490 0.96893 -4.45937 -0.03 0.00 0.02 0.222
H -1.34996 1.89155 -5.19323 0.02 0.01 -0.01 0.209
H -0.18034 4.04185 -4.91293 0.00 0.00 0.00 0.215
H 0.92233 4.55040 -2.74187 -0.01 0.00 0.02 0.215
H 0.94271 2.86827 -0.95817 0.10 -0.04 -0.05 0.217
Cl 1.90652 -2.23022 0.15130 0.26 0.36 -0.01 -0.069
C 3.38120 -1.20984 -0.18295 0.01 0.03 -0.04 -0.465
C 3.34237 -0.44178 -1.51624 -0.24 -0.09 -0.18 0.763
O 4.40588 -0.15133 -2.00208 0.08 -0.08 0.07 -0.577
O 2.18094 -0.17097 -2.05547 0.25 0.55 -0.12 -0.731
H 4.22963 -1.88340 -0.18876 0.00 0.00 -0.01 0.250
H 3.45114 -0.51114 0.64708 -0.02 -0.01 0.01 0.252
O 1.23001 0.80013 1.03002 -0.07 0.36 -0.13 -0.665
C 0.30567 0.15914 1.61068 -0.36 0.25 0.12 0.767
O -0.61275 -0.36652 0.91626 -0.06 0.41 -0.12 -0.641
C 0.31932 0.00353 3.08938 0.01 0.01 -0.03 -0.161
C 0.16186 -1.25813 3.64542 -0.10 0.05 -0.01 -0.079
C 0.21491 -1.37982 5.01983 -0.01 -0.10 0.06 0.003
C 0.38850 -0.30224 5.86472 -0.01 0.01 -0.07 -0.153
C 0.52807 0.93418 5.26694 0.01 0.08 0.06 0.020
C 0.51246 1.11506 3.89774 0.08 -0.03 0.01 -0.122
N 0.70856 2.11934 6.13738 0.00 -0.04 -0.03 0.533
O 0.76162 1.92600 7.33195 0.00 0.00 0.01 -0.358
O 0.78928 3.19855 5.59286 0.01 0.01 0.00 -0.359
N 0.07946 -2.72796 5.61771 -0.01 0.04 -0.03 0.533
O 0.01107 -3.66731 4.85433 -0.01 -0.01 0.00 -0.364
O 0.04939 -2.79889 6.82614 0.00 0.00 0.01 -0.356
H -0.00030 -2.12886 3.02731 0.02 0.00 0.00 0.259
H 0.41147 -0.41922 6.93681 0.01 0.00 0.00 0.288
H 0.64652 2.10183 3.47896 0.01 0.00 -0.01 0.270
```
Positions in Å, forces in eV/Å.

Computed properties:
total charge	0
HOMO-LUMO gap	0.258	Ha

=====

4.
The following is a DFT calculation (ωB97M-V/def2-TZVPD) of a structure of composition C42H54BBaN5O3P2SSi2.

```
111
Properties=species:S:1:pos:R:3:forces:R:3:mulliken_charge:R:1
Ba 0.16091 -1.29251 0.10608 0.18 -0.34 -0.20 2.007
C 0.87837 3.24403 -3.28778 0.01 0.01 0.05 -1.081
Si 1.44773 1.75059 -2.27049 -0.08 -0.06 -0.08 -0.440
C 1.51197 0.35806 -3.54721 0.01 0.08 0.11 -0.444
C 3.21667 2.12520 -1.72471 0.01 0.02 0.04 -0.625
N 0.44122 1.28728 -1.00138 0.11 0.03 -0.05 0.424
P -0.19188 2.04612 0.27159 -0.09 -0.01 -0.03 3.217
C -0.65289 1.10671 1.55400 0.09 0.04 0.10 -2.612
P -2.13558 0.37638 1.70451 -0.11 0.02 0.14 1.406
N -2.51587 -0.73571 0.61858 -0.01 0.04 -0.09 0.397
Si -3.57208 -2.00706 0.30418 -0.07 -0.03 0.02 -0.014
C -3.91679 -2.05568 -1.55103 -0.01 0.02 0.01 -1.020
C -5.26542 -1.92627 1.15603 0.02 -0.01 0.01 -1.016
C -2.79831 -3.65969 0.76222 -0.03 0.00 -0.02 -0.972
C -3.53666 1.56166 1.84207 -0.03 0.02 -0.05 0.175
C -4.48654 1.66332 0.83335 0.00 0.00 0.01 -0.103
C -5.51437 2.59539 0.91681 -0.01 0.01 0.01 -0.719
C -5.60723 3.43014 2.02011 0.00 -0.01 -0.01 -0.624
C -4.65759 3.34044 3.03273 0.00 0.00 0.01 -0.719
C -3.62711 2.41859 2.93739 0.00 0.01 0.00 -0.811
C -2.21432 -0.45240 3.34171 -0.08 0.02 0.02 0.097
C -1.04590 -0.92996 3.92340 0.02 -0.01 -0.01 -0.508
C -1.08957 -1.75801 5.03712 0.01 -0.01 0.00 -0.424
C -2.31110 -2.08014 5.61010 -0.01 0.01 -0.01 -0.595
C -3.48643 -1.58037 5.05996 0.02 -0.01 0.01 -0.792
C -3.43653 -0.78357 3.92571 0.02 0.00 0.03 -0.378
C -1.52415 3.15017 -0.35037 -0.01 -0.01 -0.01 -0.078
C -2.02667 4.18701 0.43597 0.01 0.00 0.00 -0.280
C -3.08705 4.96173 -0.00505 0.00 0.00 -0.01 -0.771
C -3.67222 4.70185 -1.23958 0.00 0.01 0.01 -0.555
C -3.19635 3.65881 -2.01928 0.00 0.00 -0.01 -0.884
C -2.12803 2.88839 -1.57484 0.00 0.02 0.00 -0.458
C 1.07100 3.26269 0.83016 0.02 0.01 0.02 0.133
C 1.96091 2.86966 1.82721 0.01 0.00 0.01 -0.807
C 3.02281 3.68358 2.19218 0.00 0.00 0.00 -0.557
C 3.20019 4.91783 1.57788 0.00 0.00 0.00 -0.571
C 2.30596 5.33049 0.60018 0.00 0.00 0.00 -0.639
C 1.25283 4.50435 0.22694 0.00 -0.01 0.01 -0.359
H 1.63435 3.50705 -4.03482 0.00 -0.01 -0.01 0.456
H 0.69687 4.12446 -2.66820 0.01 0.00 -0.01 0.218
H -0.05221 3.01594 -3.81348 0.00 0.01 -0.01 0.319
H 2.21610 0.63908 -4.33719 0.00 0.01 -0.03 0.147
H 0.52059 0.23572 -3.99219 0.02 -0.05 -0.02 0.425
H 1.80692 -0.60493 -3.12184 0.00 0.01 -0.03 -0.197
H 3.91035 2.14947 -2.57131 0.00 0.01 0.00 0.376
H 3.55996 1.37197 -1.01140 0.00 0.00 -0.02 -0.097
H 3.26730 3.09182 -1.21596 0.01 -0.01 0.00 0.288
H -4.40373 -1.13253 -1.87920 0.00 0.00 0.00 0.251
H -4.56104 -2.89777 -1.82118 0.00 0.00 0.00 0.304
H -2.98376 -2.15407 -2.11297 0.00 0.00 0.00 0.216
H -5.59107 -0.89399 1.30400 -0.02 0.01 -0.02 0.213
H -5.23340 -2.41244 2.13415 0.00 0.02 0.01 0.259
H -6.02183 -2.43428 0.54983 0.01 -0.03 0.01 0.469
H -1.95345 -3.91177 0.11276 0.01 0.00 0.01 0.233
H -3.52353 -4.47505 0.67269 0.00 0.00 0.00 0.396
H -2.41483 -3.64339 1.78560 0.00 0.00 0.00 0.205
H -4.40528 1.00557 -0.02451 0.00 0.00 0.00 0.434
H -6.23895 2.67225 0.11422 0.00 0.00 0.00 0.399
H -6.40976 4.15589 2.08897 0.00 0.00 0.00 0.351
H -4.72066 3.99457 3.89522 0.00 0.00 0.00 0.361
H -2.87552 2.35472 3.71699 0.00 0.00 0.00 0.460
H -0.09818 -0.65668 3.47429 0.00 -0.01 0.02 0.228
H -0.17235 -2.18021 5.42793 0.01 0.01 -0.01 0.339
H -2.34914 -2.73211 6.47513 0.00 0.00 0.00 0.360
H -4.44412 -1.82836 5.50432 0.00 0.00 0.00 0.387
H -4.35717 -0.41925 3.48446 -0.01 0.00 0.00 0.437
H -1.58356 4.37571 1.40785 0.00 0.00 0.00 0.463
H -3.47246 5.75729 0.62190 0.00 0.00 0.00 0.424
H -4.50839 5.30128 -1.58121 0.00 0.00 0.00 0.365
H -3.65843 3.44039 -2.97540 0.00 0.00 0.00 0.391
H -1.75151 2.06652 -2.17228 0.00 0.00 0.00 0.460
H 1.79049 1.91645 2.31557 0.00 -0.01 0.00 0.339
H 3.71227 3.35644 2.96189 0.00 0.00 0.00 0.427
H 4.02790 5.55652 1.86389 0.00 0.00 0.00 0.330
H 2.43072 6.29519 0.12135 0.00 0.00 0.00 0.367
H 0.56276 4.83307 -0.54092 0.00 0.01 0.00 0.222
C 3.71644 -4.03413 1.93735 -0.02 -0.01 -0.01 -1.975
C 2.83106 -2.83567 2.25162 -0.03 0.07 -0.01 2.423
C 3.43401 -1.97901 3.35748 -0.02 0.00 -0.01 -1.919
O 2.69703 -2.00792 1.08026 -0.01 -0.04 0.10 0.207
C 1.43624 -3.36601 2.70875 0.03 0.07 0.04 -0.255
O 1.43686 -4.00633 3.76809 -0.01 -0.01 0.01 -0.803
O 0.45506 -3.09346 1.96422 -0.03 0.05 0.00 -0.542
H 4.71570 -3.70893 1.63520 0.01 -0.01 0.00 0.449
H 3.27735 -4.62172 1.12711 0.02 0.01 0.00 0.348
H 3.78525 -4.66585 2.82119 0.00 0.00 0.01 0.452
H 4.43097 -1.63835 3.06434 0.01 0.00 0.01 0.441
H 3.49022 -2.55186 4.28158 0.00 0.00 0.01 0.384
H 2.80715 -1.10088 3.52814 0.00 0.00 0.00 0.271
H 3.34125 -2.30909 0.41520 0.05 -0.07 -0.05 -0.042
N 3.70674 -1.27865 -5.82166 -0.15 0.02 -0.23 -0.182
C 4.73969 -1.94544 -5.32361 0.18 -0.05 0.07 -0.448
S 6.06241 -2.42223 -6.19712 -0.14 0.02 0.03 -0.377
C 4.62698 -2.18754 -3.85969 0.01 -0.19 0.16 0.559
C 4.69114 -1.12333 -2.96959 -0.04 -0.04 -0.07 0.039
C 4.56566 -1.39157 -1.61874 0.19 0.04 -0.01 -0.517
N 4.38940 -2.61580 -1.12912 -0.05 0.04 0.00 -0.420
C 4.31187 -3.62681 -1.99136 -0.07 -0.05 -0.05 -0.711
C 4.42083 -3.46887 -3.36305 0.18 0.13 0.00 -0.341
H 3.65658 -1.14822 -6.81876 0.01 0.04 0.01 0.218
H 2.87389 -1.13245 -5.26846 -0.04 -0.03 0.04 0.184
H 4.82829 -0.10840 -3.31791 0.00 0.01 0.01 0.516
H 4.62577 -0.58854 -0.89278 -0.07 0.00 0.00 0.374
H 4.13871 -4.60880 -1.56488 -0.04 0.03 -0.02 0.352
H 4.32975 -4.31357 -4.03063 -0.03 0.01 0.02 0.511
B 1.27017 -4.48693 -4.42978 -0.02 -0.03 0.03 0.472
C 1.00477 -3.58194 -3.15095 -0.10 -0.03 0.01 -0.176
N 0.77757 -2.93280 -2.22071 0.07 0.10 0.01 -0.877
H 0.19248 -4.85191 -4.85317 -0.01 0.00 -0.02 -0.200
H 1.94527 -5.44045 -4.09270 0.05 -0.03 0.04 -0.205
H 1.86120 -3.82623 -5.26133 0.06 0.11 -0.06 -0.231
```
Positions in Å, forces in eV/Å.

Computed properties:
total charge	-2
HOMO-LUMO gap	0.229	Ha

=====

Q: Which maximum force values were calculated for the entries above? A: 0.114; 0.086; 0.051; 0.008, in Eh/bohr.